No. 1
3 unconnected molecules or ions with the total composition C44H48FIO5Si in a non-equilibrium geometry, computed with ωB97M-V/def2-TZVPD.

Computed properties:
LUMO	-1.186	eV
frontier orbital gap	8.38	eV
charge	0
SMILES	CCCCCCCCCC[Si@@](I)(CCCC)CC(=O)F.O=C1c2ccccc2C(=O)c2ccccc21.O=C1c2ccccc2C(=O)c2ccccc21
max |F|	1.5	eV Å⁻¹

CARTESIAN COORDINATES (ANGSTROEM)
1 C 2.0119 4.3527 2.9265
2 C 1.9647 5.5611 1.9819
3 C 1.1775 5.2472 0.7011
4 C 2.0189 4.4789 -0.3208
5 C 1.2375 3.5782 -1.2758
6 C 0.2450 2.6305 -0.5951
7 C 0.1588 1.2571 -1.2548
8 C -0.9536 0.3954 -0.6563
9 C -2.3764 0.7960 -1.0831
10 C -3.4331 0.4468 -0.0091
11 Si -4.4103 1.8311 0.8022
12 I -3.6065 4.0749 0.2428
13 C -6.2283 1.6905 0.4106
14 C -7.0654 2.8883 0.9244
15 C -7.5704 3.8065 -0.1984
16 C -7.7310 5.2513 0.2727
17 C -4.2352 1.5997 2.7007
18 C -4.4139 2.8035 3.5387
19 O -5.4087 3.1925 4.0871
20 F -3.2725 3.5027 3.6393
21 H 2.8702 4.3892 3.5969
22 H 2.0535 3.4150 2.3720
23 H 1.1181 4.3211 3.5508
24 H 1.5095 6.3967 2.5097
25 H 2.9867 5.8261 1.7052
26 H 0.8157 6.1800 0.2659
27 H 0.2919 4.6768 0.9869
28 H 2.7873 3.8978 0.1957
29 H 2.5606 5.2219 -0.9130
30 H 1.9531 2.9708 -1.8385
31 H 0.7208 4.1867 -2.0212
32 H 0.5051 2.4814 0.4560
33 H -0.7487 3.0823 -0.6042
34 H 0.0260 1.3512 -2.3349
35 H 1.1036 0.7372 -1.0785
36 H -0.7885 -0.6484 -0.9167
37 H -0.8841 0.4819 0.4321
38 H -2.6245 0.2323 -1.9848
39 H -2.4038 1.8458 -1.3713
40 H -2.9602 -0.1480 0.7748
41 H -4.1922 -0.2057 -0.4493
42 H -6.5584 0.7765 0.9119
43 H -6.3744 1.5572 -0.6610
44 H -7.9253 2.5136 1.4791
45 H -6.4919 3.5035 1.6203
46 H -8.5419 3.4540 -0.5496
47 H -6.8831 3.7760 -1.0456
48 H -6.7590 5.7046 0.4653
49 H -8.2709 5.8589 -0.4518
50 H -8.2963 5.2776 1.2066
51 H -4.9939 0.8827 3.0151
52 H -3.2489 1.1760 2.8912
53 C 6.9745 -0.6500 -1.6445
54 C 7.7604 -1.6564 -2.1961
55 C 7.2128 -2.5512 -3.0994
56 C 5.8733 -2.4476 -3.4519
57 C 5.0823 -1.4424 -2.8917
58 C 5.6385 -0.5428 -1.9907
59 C 3.6357 -1.3239 -3.2308
60 O 2.9483 -0.4521 -2.7429
61 C 3.0553 -2.3260 -4.1680
62 C 1.6989 -2.2651 -4.4621
63 C 1.1412 -3.1813 -5.3368
64 C 1.9365 -4.1591 -5.9253
65 C 3.2881 -4.2257 -5.6338
66 C 3.8521 -3.3132 -4.7515
67 C 5.3056 -3.4160 -4.4345
68 O 6.0022 -4.2615 -4.9528
69 H 7.4068 0.0514 -0.9435
70 H 8.8031 -1.7406 -1.9203
71 H 7.8148 -3.3343 -3.5385
72 H 5.0166 0.2344 -1.5684
73 H 1.0924 -1.4973 -4.0019
74 H 0.0844 -3.1350 -5.5632
75 H 1.4987 -4.8712 -6.6118
76 H 3.9156 -4.9827 -6.0826
77 C 4.0061 -3.8427 1.2375
78 C 3.3246 -3.0567 0.3138
79 C 1.9628 -2.8493 0.4494
80 C 1.2757 -3.4308 1.5087
81 C 1.9584 -4.2244 2.4321
82 C 3.3260 -4.4252 2.2936
83 C 1.2401 -4.8714 3.5675
84 O 1.8312 -5.5517 4.3777
85 C -0.2327 -4.6537 3.6746
86 C -0.9322 -5.2736 4.7020
87 C -2.2969 -5.0775 4.8252
88 C -2.9698 -4.2583 3.9248
89 C -2.2783 -3.6396 2.8978
90 C -0.9095 -3.8367 2.7669
91 C -0.1860 -3.1763 1.6448
92 O -0.7576 -2.4489 0.8608
93 H 5.0713 -3.9993 1.1320
94 H 3.8589 -2.6031 -0.5113
95 H 1.4239 -2.2334 -0.2577
96 H 3.8453 -5.0375 3.0173
97 H -0.3980 -5.9051 5.3978
98 H -2.8403 -5.5635 5.6243
99 H -4.0360 -4.1054 4.0255
100 H -2.7901 -3.0040 2.1884

No. 2
A molecular structure, C44H49AsN8PS2ScSi2, computed with ωB97M-V/def2-TZVPD.

Computed properties:
LUMO	-0.292	eV
frontier orbital gap	6.48	eV
charge	0
ΔE to the lowest compared entry with this formula, charge and spin	0.238	eV
max |F|	0.8	eV Å⁻¹

CARTESIAN COORDINATES (ANGSTROEM)
1 Sc 0.7172 -0.8159 -0.7136
2 C 3.2443 1.6755 -1.2197
3 N 3.1579 0.2398 -1.0050
4 C 4.1677 -0.3288 -0.1271
5 C 3.5588 -0.9597 1.0694
6 N 2.3088 -1.3074 1.1799
7 C 2.2457 -2.0343 2.3978
8 C 1.2249 -2.7707 2.9935
9 C 1.4881 -3.4004 4.1960
10 C 2.7428 -3.3187 4.8140
11 C 3.7803 -2.6306 4.2208
12 C 3.5028 -2.0201 3.0052
13 N 4.3121 -1.3158 2.1317
14 C 1.9471 2.3360 -0.9213
15 N 0.8035 1.7246 -0.8135
16 C -0.1494 2.7457 -0.6751
17 C -1.5354 2.6899 -0.5853
18 C -2.2299 3.8784 -0.4645
19 C -1.5662 5.1146 -0.4393
20 C -0.1885 5.1882 -0.5398
21 C 0.4920 3.9818 -0.6536
22 N 1.8348 3.6809 -0.8248
23 H 3.4977 1.9006 -2.2526
24 H 4.0229 2.1182 -0.5971
25 H 3.1841 -0.2429 -1.8923
26 H 4.8865 0.4292 0.1846
27 H 4.7140 -1.1072 -0.6535
28 H 0.2752 -2.8857 2.5042
29 H 0.7036 -3.9799 4.6702
30 H 2.9086 -3.8240 5.7578
31 H 4.7669 -2.5923 4.6699
32 H 5.3026 -1.1913 2.2133
33 H -2.0523 1.7432 -0.6139
34 H -3.3118 3.8561 -0.3951
35 H -2.1444 6.0273 -0.3573
36 H 0.3347 6.1392 -0.5418
37 H 2.5853 4.3401 -0.8994
38 S 2.4762 -2.6424 -1.7087
39 C 1.9804 -4.1429 -0.9954
40 C 2.9003 -5.2525 -1.1718
41 N 3.6529 -6.1099 -1.3231
42 C 0.8233 -4.3339 -0.3320
43 S -0.3635 -3.0791 -0.0666
44 C 0.4859 -5.6336 0.2080
45 N 0.1869 -6.6538 0.6529
46 N -1.9100 -0.5567 -0.6136
47 C -2.8604 -0.0585 0.3605
48 C -4.1925 0.0975 -0.0103
49 C -5.1279 0.5611 0.9009
50 C -4.7400 0.8559 2.2023
51 C -3.4155 0.6945 2.5719
52 C -2.4541 0.2604 1.6551
53 P -0.6831 0.0370 2.0767
54 C -0.8254 -0.5581 3.8259
55 C -1.6948 -1.6288 4.0567
56 C -1.8588 -2.1579 5.3259
57 C -1.1360 -1.6380 6.3936
58 C -0.2533 -0.5911 6.1735
59 C -0.1000 -0.0490 4.8987
60 C -0.0583 1.7412 2.4374
61 C -0.8538 2.8407 2.7605
62 C -0.2762 4.0417 3.1619
63 C 1.1055 4.1604 3.2476
64 C 1.9098 3.0760 2.9174
65 C 1.3293 1.8785 2.5076
66 H -2.2196 -0.3327 -1.5455
67 H -1.9291 -1.5742 -0.5880
68 H -4.4941 -0.1594 -1.0230
69 H -6.1634 0.6666 0.5997
70 H -5.4659 1.2060 2.9255
71 H -3.1183 0.9139 3.5901
72 H -2.2527 -2.0592 3.2275
73 H -2.5452 -2.9837 5.4798
74 H -1.2624 -2.0466 7.3897
75 H 0.3225 -0.1847 6.9971
76 H 0.5958 0.7664 4.7602
77 H -1.9325 2.7680 2.6960
78 H -0.9098 4.8866 3.4124
79 H 1.5545 5.0984 3.5658
80 H 2.9897 3.1613 2.9873
81 H 1.9584 1.0251 2.2639
82 C -0.0204 1.0262 -6.3711
83 Si -0.3055 1.3373 -4.5425
84 C 0.8340 2.8030 -4.2034
85 C -2.0728 1.9430 -4.4148
86 As 0.4156 -0.5343 -3.3496
87 Si -1.0508 -2.1194 -4.2315
88 C -1.1179 -2.1035 -6.1055
89 C -2.8472 -1.9108 -3.6863
90 C -0.4699 -3.8141 -3.7253
91 H -0.2202 1.9476 -6.9358
92 H -0.6550 0.2313 -6.7782
93 H 1.0252 0.7346 -6.5353
94 H 0.9201 3.4148 -5.1111
95 H 1.8395 2.4431 -3.9482
96 H 0.4671 3.4471 -3.4007
97 H -2.1908 2.8259 -5.0579
98 H -2.3496 2.2238 -3.3951
99 H -2.7762 1.1745 -4.7649
100 H -1.8518 -1.3750 -6.4728
101 H -1.4272 -3.0995 -6.4481
102 H -0.1466 -1.8715 -6.5549
103 H -3.1120 -0.8532 -3.5432
104 H -3.0569 -2.4601 -2.7587
105 H -3.5096 -2.3084 -4.4667
106 H 0.5539 -3.9796 -4.0856
107 H -1.1200 -4.5926 -4.1496
108 H -0.4624 -3.9245 -2.6374